{"formula": "C6H11N2O2", "method": "ωB97M-V/def2-TZVPD", "elements": ["C", "C", "C", "C", "C", "C", "N", "N", "O", "O", "H", "H", "H", "H", "H", "H", "H", "H", "H", "H", "H"], "xyz": [[-0.43, -1.25, 0.24], [-1.57, 0.68, -0.22], [0.79, -0.38, 0.21], [-2.75, 1.49, 0.23], [1.39, -0.23, -1.20], [1.86, -0.92, 1.17], [0.34, 0.95, 0.80], [-1.59, -0.69, 0.09], [0.96, 1.96, 0.35], [-2.70, -1.31, 0.25], [-0.37, -2.31, 0.42], [-1.20, 0.91, -1.21], [-2.91, 1.35, 1.30], [-3.67, 1.20, -0.29], [-2.56, 2.55, 0.04], [2.22, -0.92, -1.35], [1.75, 0.79, -1.29], [0.64, -0.42, -1.97], [1.49, -0.88, 2.19], [2.76, -0.32, 1.10], [2.10, -1.96, 0.92]], "nbo_charge": [-0.0493, -0.1574, -0.0171, -0.6351, -0.6528, -0.6055, 0.0139, 0.1056, -0.5737, -0.6229, 0.1831, 0.1737, 0.2060, 0.1957, 0.2009, 0.1868, 0.2410, 0.2001, 0.2121, 0.2061, 0.1890], "de_lowest_kj_mol": 357.17, "homo_lumo_gap_ha": 0.223, "total_charge": -1, "e_homo_ha": -0.0851}